79
Properties=species:S:1:pos:R:3:forces:R:3 method="wB97M-V/def2-TZVPD" total_charge=-1 largest_force_ev_per_a=3.0 orbital_gap_ha="0.100 / 0.196" e_tot_ev=-44701.451 multiplicity=5 homo_ev="-0.38 / -4.93" molar_mass_g_mol=696.94
Ir 0.313 -0.125 -0.114 -1.7085 -1.7750 0.5686
N -1.152 -1.971 1.920 1.1177 1.7856 0.0659
N -0.514 -2.288 -1.329 0.0224 -0.1111 -2.5773
C 1.343 1.748 -0.448 0.4685 -0.2072 -0.5855
C 2.282 0.722 -0.086 0.6741 0.3148 0.4532
C 1.932 0.248 1.226 0.0294 0.5294 0.2260
C 2.623 -0.835 1.985 -0.0006 -0.1003 0.1270
H 3.336 -1.339 1.327 -0.0574 -0.0457 0.2058
H 1.906 -1.576 2.365 0.1357 0.2052 -0.0868
H 3.163 -0.411 2.840 0.0231 -0.1145 -0.0818
C 0.799 1.002 1.680 0.6692 0.6247 0.5844
C 0.138 0.812 3.002 -0.1631 -0.0930 0.2725
H 0.871 0.886 3.813 -0.0675 0.0581 -0.0724
H -0.322 -0.186 3.039 0.1304 0.2459 0.0082
H -0.641 1.562 3.164 0.0905 -0.1130 0.0077
C 0.425 1.914 0.640 -0.1159 0.3147 1.1938
C -0.646 2.955 0.729 -0.1227 -0.0572 -0.0467
H -1.469 2.618 1.365 0.0598 0.0488 -0.1521
H -1.042 3.189 -0.263 -0.0243 -0.0470 0.1192
H -0.254 3.886 1.158 0.0490 -0.1283 -0.0583
C 3.409 0.177 -0.892 0.2026 -0.1295 -0.0723
H 4.262 0.002 -0.228 0.0924 0.1210 -0.2502
H 3.682 0.880 -1.680 0.1375 -0.1403 0.0050
H 3.151 -0.785 -1.356 0.1111 0.2777 0.0724
C 1.341 2.567 -1.694 -0.0463 -0.0016 -0.0813
H 0.348 2.581 -2.154 0.1766 -0.0451 -0.0628
H 2.044 2.152 -2.416 -0.1579 0.0782 -0.1341
H 1.629 3.602 -1.478 0.0226 -0.0788 0.0268
C -1.906 -2.377 2.962 -1.6314 -1.4927 1.1846
H -1.981 -1.688 3.805 -0.0828 -0.1264 -0.0680
C -2.595 -3.593 2.983 0.8419 1.6933 0.4840
H -3.217 -3.830 3.838 0.0213 -0.0339 0.0103
C -2.441 -4.474 1.911 -1.1236 -1.3648 0.1581
H -2.975 -5.418 1.862 0.0081 0.0903 0.1029
C -1.556 -4.122 0.899 1.5901 2.0059 -0.8706
H -1.344 -4.746 0.036 -0.0531 -0.1938 0.1410
C -0.916 -2.870 0.966 -1.4321 -2.6763 0.2307
C 0.047 -2.506 -0.045 1.2523 1.3223 0.1477
H 1.017 -3.025 -0.007 -0.3316 0.2038 -0.4114
C -0.415 -0.978 -1.669 -0.4549 -0.6509 -2.1827
C -0.672 -3.060 -2.475 0.0854 -0.2965 0.9325
H -0.785 -4.124 -2.402 0.0812 -0.1434 -0.1679
C -0.731 -2.203 -3.513 0.2099 0.6084 0.2846
H -0.811 -2.391 -4.565 -0.2241 0.0612 -0.1262
N -0.563 -0.904 -3.023 0.0219 -0.6134 -0.1513
C -0.432 0.252 -3.885 -0.6930 -0.9074 1.0175
C 0.792 0.507 -4.524 1.6957 1.2174 -1.2006
C 0.888 1.623 -5.365 0.1506 -1.1054 0.7548
H 1.844 1.839 -5.850 -0.1783 -0.1221 0.1005
C -0.214 2.444 -5.621 1.0327 0.9399 -0.7804
C -0.100 3.665 -6.488 0.0014 -0.2191 0.2608
H -0.133 4.583 -5.886 0.0172 0.1633 -0.1230
H -0.928 3.718 -7.206 0.0606 0.0758 -0.0360
H 0.843 3.658 -7.046 -0.0904 0.0714 0.0094
C -1.443 2.098 -5.056 -1.3515 -1.1720 1.0699
H -2.329 2.694 -5.288 0.0783 -0.2552 -0.0403
C -1.579 0.965 -4.252 -0.5726 1.4493 -0.8443
C -2.944 0.461 -3.918 -0.4685 0.3014 0.1116
H -3.212 -0.422 -4.518 0.1213 0.0248 0.1744
H -3.670 1.243 -4.161 -0.0260 -0.1282 0.0928
H -3.067 0.196 -2.864 -0.0048 -0.1649 -0.1825
C 1.958 -0.422 -4.397 0.2981 0.1386 -0.1043
H 1.840 -1.318 -5.028 0.0132 -0.0612 0.2070
H 2.134 -0.749 -3.364 -0.0565 -0.0590 -0.1271
H 2.862 0.097 -4.747 -0.1289 -0.1918 0.0955
N -3.019 0.301 -0.179 0.2922 -0.1982 0.0971
C -3.640 0.994 0.833 -0.4498 0.2999 0.3492
C -3.415 0.629 2.180 0.0578 -0.0327 -0.2884
C -4.156 1.208 3.200 -0.1083 0.3241 -0.3327
C -5.084 2.217 2.903 -0.0579 0.0352 -0.0033
C -5.261 2.644 1.579 0.1400 -0.2828 0.1891
C -4.558 2.034 0.542 0.3866 -0.2972 0.2763
H -2.181 -0.241 0.064 -0.6388 0.3243 -0.0390
H -2.977 0.748 -1.081 0.1175 0.0234 0.1259
H -2.652 -0.127 2.384 -0.4014 0.1845 -0.1153
H -4.006 0.869 4.229 -0.0508 0.1798 -0.3273
H -5.670 2.668 3.704 0.1365 -0.0603 -0.1899
H -5.968 3.445 1.350 0.2075 -0.2382 0.0992
H -4.686 2.343 -0.499 -0.0561 -0.0675 0.3300